Record 1
129
Properties=species:S:1:pos:R:3:forces:R:3 method="wB97M-V/def2-TZVPD" lumo_ev="-2.7 / -5.6" total_charge=+1 spin_multiplicity=2 e_tot_ha=-3937.36748
Cu 2.8984 -0.0309 -1.2132 -0.2 -1.3 0.2
C 0.1865 1.5118 1.9275 0.2 -0.1 -0.1
C 0.5473 0.1249 1.3540 -0.1 -0.2 0.1
C -0.6799 -0.7672 1.4105 0.7 0.2 -0.4
O 1.1436 0.1414 0.0937 0.2 0.2 0.7
H 0.9796 2.2429 1.7704 -0.2 0.1 -0.2
H 0.1217 1.3210 2.9987 -0.3 0.3 0.0
H -0.7885 1.7937 1.5299 0.3 0.3 0.1
H 1.2531 -0.1815 2.1260 0.9 -0.4 -0.3
H -1.3831 -0.3229 0.7061 -0.2 -0.5 0.0
H -1.1221 -0.7993 2.4063 0.1 0.1 0.0
H -0.3603 -1.7753 1.1463 -0.5 -0.1 -0.2
C 2.6146 4.2630 0.5459 0.2 0.2 -0.2
O 2.5570 3.7432 -0.7685 -0.5 0.2 0.6
C 1.5497 4.3793 -1.5919 0.8 -0.5 0.3
C 2.2277 5.3297 -2.6029 0.1 -0.8 1.2
N 3.1766 4.5496 -3.4042 -0.3 0.6 0.6
C 3.8705 5.4210 -4.3404 0.1 -1.6 0.2
C 2.9602 5.7325 -5.4703 0.4 2.4 -1.5
O 2.5303 4.6039 -6.1625 -0.9 -1.7 -0.8
C 1.7142 4.8692 -7.3149 -0.1 1.9 -0.1
H 1.6564 4.3501 1.0580 -0.5 -0.4 -0.2
H 2.9722 5.2926 0.5504 0.5 0.1 0.0
H 3.2586 3.6048 1.1292 0.1 0.2 0.0
H 0.7837 4.8302 -0.9611 0.1 0.4 0.0
H 1.0610 3.5014 -2.0145 -0.2 0.3 -0.8
H 2.8184 6.0733 -2.0679 0.1 0.0 0.4
H 1.4760 5.9384 -3.1054 -0.3 -0.3 -0.6
H 2.6273 3.9238 -3.9758 0.0 -0.4 -0.1
H 4.7208 4.8934 -4.7726 0.1 -0.4 0.0
H 4.3583 6.2601 -3.8443 -0.6 0.4 0.0
H 3.6073 6.3369 -6.1059 -0.1 0.4 -0.7
H 2.1093 6.3734 -5.2391 -0.2 0.0 0.4
H 1.2335 4.0763 -7.8880 0.9 -0.9 0.7
H 2.2401 5.5079 -8.0246 0.6 -0.3 -0.2
H 0.8637 5.5220 -7.1185 -0.3 0.1 0.9
C 2.9346 -5.1860 -4.3003 0.3 -0.5 1.2
O 3.6771 -4.0413 -3.8344 -0.6 -1.4 -0.5
C 3.3938 -2.8648 -4.5362 -0.3 0.8 1.0
C 4.1120 -1.7513 -3.7246 -0.4 -0.4 -1.2
N 3.8968 -1.8103 -2.2406 0.8 0.9 -1.1
C 5.1982 -1.9736 -1.5707 0.1 -0.6 0.0
C 5.0197 -2.4404 -0.1591 -0.2 0.4 0.3
O 4.0078 -1.6852 0.4859 0.2 -0.5 0.7
C 3.8590 -2.0882 1.8558 -0.8 1.1 0.3
H 1.8648 -5.1847 -4.0912 -0.3 1.0 -0.4
H 3.1915 -6.0009 -3.6235 0.7 -0.1 -0.3
H 3.1068 -5.4598 -5.3412 0.2 0.2 0.0
H 2.3125 -2.7529 -4.6165 -0.2 0.3 0.1
H 3.7864 -2.8399 -5.5528 0.2 -0.2 -0.1
H 3.8047 -0.8208 -4.2020 0.2 0.3 0.4
H 5.1484 -1.9790 -3.9738 0.3 0.5 0.3
H 3.5099 -2.7405 -2.1695 -0.8 -0.1 0.5
H 5.8287 -1.0855 -1.6139 -0.3 0.2 -0.2
H 5.7481 -2.8064 -2.0091 0.3 0.1 -0.5
H 5.9834 -2.2827 0.3250 0.1 -0.2 0.4
H 4.7481 -3.4946 -0.1042 0.1 -0.2 -0.1
H 4.8017 -2.2897 2.3645 0.2 0.3 -0.2
H 3.1866 -2.9139 2.0889 0.0 -0.6 -0.9
H 3.3279 -1.2459 2.2992 0.4 0.1 0.4
C -6.6301 1.7529 0.6685 -1.3 -1.1 0.8
O -5.7040 0.6777 0.6998 0.2 0.2 -0.9
C -5.0813 0.6014 1.9501 1.2 -0.3 0.6
C -4.0463 -0.5696 1.9535 -0.8 -0.1 0.0
N -4.6162 -1.9267 1.8750 0.6 0.3 1.1
C -3.5430 -2.9438 1.7126 -1.7 0.5 -0.8
C -4.2329 -4.2656 1.4906 0.4 -0.8 -0.4
O -3.2065 -5.1420 1.0005 -0.2 0.7 0.4
C -3.6063 -6.3975 0.5709 -0.3 -1.4 -0.2
H -7.2970 1.7947 -0.1927 1.0 -0.2 -0.8
H -6.2058 2.7306 0.8974 0.1 -0.1 0.1
H -7.3776 1.4105 1.3840 -0.2 0.9 0.8
H -5.7476 0.6367 2.8120 -0.8 -1.1 -0.1
H -4.6121 1.5522 2.2027 1.0 0.3 -0.5
H -3.4304 -0.5704 2.8528 -0.2 0.4 0.2
H -3.3622 -0.4557 1.1126 0.0 0.5 -0.3
H -5.2395 -1.9920 1.0829 0.0 0.0 -0.2
H -2.8164 -3.0475 2.5184 -0.3 0.5 0.3
H -3.0158 -2.6950 0.7917 0.5 -0.2 -0.2
H -5.0500 -4.1880 0.7732 0.1 0.2 -0.6
H -4.7516 -4.6529 2.3675 0.5 -0.1 0.5
H -4.4298 -6.4208 -0.1429 0.0 0.6 -0.5
H -3.9761 -7.0794 1.3366 0.1 0.2 0.7
H -2.7411 -6.9009 0.1395 0.0 0.2 -0.1
C -2.1399 -0.8993 6.1126 0.5 1.1 0.1
C -3.5072 -1.4911 6.0387 -0.6 -1.0 -1.2
O -4.3552 -0.5391 5.3814 0.3 0.2 0.5
H -1.6180 -0.7739 5.1639 -0.2 -0.6 -0.4
H -1.4431 -1.3878 6.7938 -0.3 0.0 0.1
H -2.2786 0.1473 6.3839 0.1 0.1 0.6
H -3.8911 -1.8691 6.9863 -0.1 0.7 0.4
H -3.5146 -2.3923 5.4256 0.3 -0.3 -0.2
H -5.2134 -0.9270 5.1951 0.0 -0.2 0.0
C 0.4504 -3.6295 3.6885 0.1 0.7 0.7
C 0.6345 -5.0158 3.1209 -1.8 -0.4 0.5
O -0.6690 -5.5589 2.8029 0.7 -0.3 0.0
H 1.3743 -3.2208 4.0978 0.3 0.1 -0.3
H -0.2204 -3.5744 4.5459 -0.2 -0.7 0.1
H -0.0079 -2.9186 3.0009 0.3 -0.1 -0.4
H 0.9473 -5.7190 3.8929 0.4 0.2 0.0
H 1.3564 -5.0479 2.3049 -0.1 0.0 -0.3
H -1.0990 -5.1546 2.0458 0.0 0.3 -0.2
C 1.4915 -3.7388 -0.6227 -0.1 0.6 -0.7
C 0.8363 -3.1348 -1.8751 -0.6 -1.6 1.2
O 1.0491 -1.7575 -2.0089 0.4 0.2 -0.9
H 0.9829 -3.2942 0.2328 0.2 -0.3 0.4
H 2.5521 -3.4880 -0.6035 -0.1 0.0 0.3
H 1.3983 -4.8242 -0.6585 -0.2 0.0 0.3
H -0.2260 -3.3630 -1.7891 -0.3 0.2 0.0
H 1.1295 -3.7736 -2.7082 0.5 1.0 -0.6
H 0.8135 -1.3046 -1.1959 -0.5 -0.1 0.3
C -2.5693 2.0788 -1.7725 -0.3 2.4 0.3
C -2.1879 3.1775 -0.7073 0.7 -2.0 0.4
O -1.8184 4.4316 -1.1874 -0.2 -0.1 -1.4
H -2.8018 1.1133 -1.3231 -0.1 0.2 0.2
H -1.7929 1.9529 -2.5271 0.1 0.1 0.1
H -3.4378 2.5397 -2.2431 -0.2 -0.7 -0.4
H -1.3366 2.7146 -0.2082 0.4 0.1 0.5
H -2.9567 3.2819 0.0583 -0.4 -0.2 -0.1
H -1.5871 5.0002 -0.4493 0.0 0.2 0.4
C -1.8232 4.1909 2.7821 -0.5 1.0 -0.9
C -0.9233 5.4303 2.4923 -0.9 0.2 1.6
O -0.9638 5.9718 1.1628 0.0 -1.3 0.1
H -1.7285 3.5085 1.9374 0.0 -0.3 0.4
H -2.8841 4.4169 2.8890 -0.1 0.5 -0.5
H -1.6508 3.7408 3.7597 0.9 -0.1 -0.2
H 0.0604 5.1560 2.8734 0.5 0.1 -0.7
H -1.2451 6.2451 3.1408 -0.1 -0.1 0.3
H -0.6982 6.8939 1.1903 0.0 0.0 0.1



Record 2
126
Properties=species:S:1:pos:R:3:forces:R:3 method="wB97M-V/def2-TZVPD" lumo_ev=0.2 e_above_lowest_kcal_mol=149.8 e_tot_ha=-2058.89638
C 5.1530 1.1479 -3.7211 0.7 -0.1 -0.5
C 5.4908 2.3495 -4.6120 -0.7 -2.4 -0.7
C 5.8031 1.8255 -6.0494 0.9 0.4 0.3
O 4.2726 3.0166 -4.7026 -1.3 1.6 -0.4
H 5.8995 0.3586 -3.8101 0.4 0.1 0.6
H 4.2750 0.6794 -4.1658 -0.3 0.3 0.3
H 4.9713 1.5126 -2.7101 0.0 -0.5 0.1
H 6.2211 3.0226 -4.1631 0.5 -0.3 -0.4
H 6.0566 2.6857 -6.6690 0.1 -0.2 -0.2
H 5.0481 1.2308 -6.5634 -0.9 0.6 0.5
H 6.5926 1.0750 -6.0878 0.7 0.5 0.4
H 4.2645 3.7927 -4.1378 0.0 0.0 0.0
C -3.3175 0.7081 -5.5556 0.4 -0.1 -1.0
C -2.7319 1.7599 -4.6117 -1.4 0.2 0.0
C -2.3265 3.1089 -5.2634 0.2 -1.2 0.4
O -3.7942 2.0071 -3.6640 0.4 0.5 0.3
H -3.7422 1.1492 -6.4574 0.1 0.3 -0.1
H -4.1552 0.1507 -5.1365 0.2 0.1 0.5
H -2.5724 -0.0175 -5.8819 0.1 0.0 -0.1
H -1.9237 1.3101 -4.0349 0.5 0.2 -0.3
H -1.5857 2.8907 -6.0326 0.1 0.1 -0.1
H -1.8636 3.7493 -4.5126 -0.1 0.0 0.0
H -3.1636 3.6315 -5.7263 -0.1 -0.2 0.1
H -3.6851 1.2919 -3.0330 -0.4 0.1 0.3
C 7.2889 2.0947 1.4451 1.1 -2.1 0.8
C 8.3756 3.1785 1.6569 -2.6 -1.0 -0.7
C 9.0685 3.3376 0.3471 1.1 1.6 -0.2
O 7.6149 4.3261 2.0419 0.9 0.7 -0.1
H 6.2844 2.4075 1.1599 0.3 0.5 0.1
H 7.2403 1.4359 2.3121 -0.6 0.4 0.6
H 7.6003 1.3148 0.7501 0.1 0.3 -0.7
H 9.1220 2.9516 2.4181 -0.2 -0.3 0.2
H 9.5912 2.4300 0.0453 -0.2 -0.1 0.1
H 9.8298 4.1036 0.4949 0.3 0.1 -0.3
H 8.4296 3.7141 -0.4517 -0.2 -0.3 0.1
H 6.8959 4.0083 2.5929 0.0 0.1 0.1
C -6.6055 -4.2708 3.8752 -0.3 -0.2 0.5
C -5.1763 -3.8617 4.2094 0.1 -1.8 -1.0
C -4.1457 -5.1006 4.3101 -1.1 1.7 -0.4
O -4.7395 -2.9947 3.1348 0.4 -0.4 1.0
H -6.9837 -4.9487 4.6404 0.0 -0.3 -0.1
H -6.7413 -4.6854 2.8763 0.3 -0.2 0.1
H -7.2882 -3.4231 3.9339 0.1 0.3 0.0
H -5.2470 -3.3826 5.1859 0.6 0.4 0.0
H -3.1592 -4.6394 4.3554 0.1 -0.3 0.0
H -4.2290 -5.7606 3.4466 0.0 0.3 -0.2
H -4.2974 -5.7405 5.1794 -0.2 0.4 0.2
H -5.3187 -2.2298 3.1664 0.0 0.2 -0.1
C 0.8150 6.6514 -0.8572 0.0 0.5 1.5
C 2.1697 7.0956 -0.3597 0.6 0.7 -0.4
C 2.6054 6.6610 1.0220 0.4 -0.3 -0.2
O 3.0929 6.6454 -1.3318 1.1 -0.3 -0.2
H 0.6227 7.0603 -1.8492 -0.1 -0.2 0.0
H 0.1240 7.0792 -0.1309 -0.7 -0.2 -0.3
H 0.7764 5.5627 -0.8201 -0.2 0.0 -0.2
H 2.2642 8.1814 -0.3463 -0.5 0.4 -0.1
H 2.0857 7.2278 1.7945 -0.6 -0.6 0.0
H 3.6444 6.9049 1.2435 0.2 0.1 -0.6
H 2.5568 5.5730 1.0668 -0.4 0.0 0.6
H 2.8568 7.1316 -2.1251 0.2 -0.2 -0.2
C -8.5411 -6.3659 -3.9274 0.6 0.0 -0.7
C -7.7519 -5.3928 -3.0348 -2.8 -0.1 0.7
O -8.6818 -4.3544 -2.6535 -0.3 0.0 -0.6
C -8.2392 -3.0321 -2.8110 -0.3 -0.1 -0.5
C -7.0851 -2.7530 -1.8542 -1.2 0.5 -0.5
H -8.7123 -5.9266 -4.9101 0.3 0.1 -0.2
H -7.9850 -7.2945 -4.0562 0.2 0.0 -0.1
H -9.5439 -6.6649 -3.6220 0.2 0.4 0.8
H -7.6406 -5.8581 -2.0555 1.3 -0.4 -0.3
H -6.8858 -4.9456 -3.5226 0.2 -0.5 0.2
H -8.0519 -2.7778 -3.8542 0.8 -0.4 -0.4
H -9.1449 -2.4405 -2.6780 0.1 0.3 0.8
H -6.3687 -3.5734 -1.8967 0.0 0.2 0.2
H -7.6068 -2.6921 -0.8991 0.7 0.0 0.4
H -6.6206 -1.8020 -2.1148 0.2 0.0 0.3
C 7.4661 -4.3162 1.4083 -0.9 -1.0 0.5
C 6.0957 -5.0413 1.7936 1.9 1.8 0.9
O 5.2808 -4.0460 2.4724 0.3 -1.8 -1.6
C 3.9001 -4.3923 2.5827 0.1 2.8 1.1
C 3.4348 -3.1187 3.3871 -0.1 -0.8 -0.2
H 7.2812 -3.5645 0.6409 0.1 -0.1 0.0
H 8.0120 -3.8643 2.2365 -0.7 0.2 0.3
H 8.1969 -5.0547 1.0786 -0.2 -0.2 -0.6
H 5.6954 -5.4755 0.8775 -0.6 0.2 0.1
H 6.2933 -5.8283 2.5215 0.0 -0.3 -0.1
H 3.3973 -4.4381 1.6167 0.1 -0.2 -0.2
H 3.7130 -5.2857 3.1785 0.2 -0.2 -0.1
H 2.3551 -2.9832 3.4500 0.0 -0.3 0.2
H 3.8429 -2.1971 2.9720 0.1 -0.2 -0.5
H 3.9058 -3.1953 4.3671 -0.4 0.0 0.2
C -5.3193 4.5094 2.8415 -0.8 -0.6 -0.8
C -5.9228 3.2429 2.1069 0.0 1.0 0.5
O -5.8630 2.0051 2.8362 0.3 0.6 -0.5
H -5.8407 4.8451 3.7379 -0.1 -0.5 0.2
H -5.4716 5.3319 2.1427 0.2 0.1 -0.2
H -4.2517 4.4534 3.0539 -0.1 -0.3 -0.1
H -5.4701 3.1851 1.1171 0.8 -0.6 0.2
H -6.9442 3.4350 1.7785 -0.4 0.2 0.6
H -6.7457 1.7999 3.1528 0.0 0.1 0.0
C -2.2071 -6.1236 -1.0887 0.3 0.7 -0.9
C -1.3855 -4.8250 -0.8846 -0.7 -1.1 1.0
O -1.7262 -3.8391 -1.8076 -0.1 0.4 -1.2
H -1.9332 -6.9103 -0.3857 -0.5 0.3 0.5
H -2.0380 -6.6119 -2.0484 0.5 0.4 -0.3
H -3.2552 -5.8335 -1.1627 -0.2 -0.3 0.7
H -0.3256 -5.0792 -0.8694 0.3 0.2 -0.2
H -1.6593 -4.3759 0.0700 0.2 -0.6 0.6
H -1.6911 -2.9942 -1.3533 0.0 0.1 -0.2
C 1.9950 3.2223 5.7451 0.9 0.1 0.6
C 3.2106 2.4182 5.2342 -2.1 -0.5 -0.4
O 4.3505 3.2087 5.0672 0.4 0.2 0.1
H 1.7978 3.9759 4.9826 -0.1 0.4 0.5
H 2.2940 3.5999 6.7229 0.1 0.9 -0.1
H 1.0671 2.7225 6.0232 0.1 -0.7 -0.7
H 2.9113 2.0988 4.2359 0.4 -0.4 -0.1
H 3.3554 1.5401 5.8636 0.3 -0.1 0.0
H 4.8035 3.2851 5.9101 0.0 0.1 0.1
C 0.4834 0.7734 -0.0731 -0.1 -0.5 1.2
C -0.8981 0.8220 0.6965 1.9 0.5 -1.1
O -1.9018 0.0958 0.0207 0.0 -0.3 -0.4
H 0.8319 -0.2570 -0.1430 -0.4 -0.2 -0.7
H 1.2822 1.1447 0.5689 -0.2 0.6 0.4
H 0.6306 1.3285 -0.9995 -0.7 -0.2 -0.1
H -1.1692 1.8765 0.7472 -0.2 0.0 0.4
H -0.6943 0.4056 1.6830 -0.2 0.1 0.1
H -2.5210 -0.2768 0.6527 0.0 0.1 0.1